Entry 1:
DFT (ωB97M-V/def2-TZVPD) results for an isolated molecule of C27H35N3O3.

ORCA input file:
```
! RIJCOSX wB97M-V def2-TZVPD def2/J DEFGRID3
* xyz 0 1
C -0.69 -3.64 -0.29
N -0.28 -2.66 -1.28
C 1.09 -2.76 -1.72
C 2.07 -1.91 -0.88
C 3.19 -2.74 -0.26
C 4.13 -1.82 0.51
O 4.69 -0.82 -0.31
C 3.69 0.00 -0.88
C 2.70 -0.80 -1.73
C -1.04 -1.67 -1.80
O -0.58 -0.89 -2.61
C -2.48 -1.55 -1.33
C -2.57 -0.98 0.11
C -3.70 -1.71 0.85
O -3.70 -2.92 0.95
N -4.69 -0.96 1.38
C -4.80 0.48 1.29
C -4.01 0.94 0.06
N -2.65 0.46 0.09
C -1.76 1.13 1.01
C -0.35 1.24 0.36
C -0.31 2.48 -0.50
C -0.19 2.36 -1.88
C -0.18 3.48 -2.69
C -0.30 4.74 -2.13
C -0.43 4.87 -0.76
C -0.45 3.75 0.05
C 0.76 1.15 1.38
C 0.84 0.01 2.19
C 1.85 -0.14 3.12
C 2.83 0.84 3.25
C 2.77 1.96 2.44
C 1.76 2.11 1.51
H -0.04 -3.56 0.59
H -0.58 -4.64 -0.71
H -1.72 -3.51 0.02
H 1.12 -2.43 -2.76
H 1.38 -3.82 -1.69
H 1.50 -1.43 -0.07
H 2.78 -3.49 0.42
H 3.75 -3.24 -1.05
H 4.98 -2.37 0.91
H 3.59 -1.35 1.35
H 4.22 0.74 -1.48
H 3.14 0.53 -0.08
H 1.94 -0.14 -2.13
H 3.25 -1.25 -2.56
H -2.97 -2.52 -1.38
H -2.98 -0.86 -2.01
H -1.66 -1.27 0.64
H -5.40 -1.47 1.89
H -4.39 0.95 2.19
H -5.85 0.75 1.21
H -4.49 0.53 -0.84
H -4.01 2.03 -0.01
H -2.14 2.13 1.21
H -1.69 0.60 1.98
H -0.25 0.38 -0.30
H -0.12 1.37 -2.33
H -0.08 3.37 -3.76
H -0.29 5.62 -2.76
H -0.53 5.85 -0.31
H -0.56 3.86 1.12
H 0.10 -0.77 2.09
H 1.89 -1.03 3.73
H 3.62 0.72 3.97
H 3.54 2.72 2.52
H 1.75 2.98 0.87
*
```

Summary:
E_HOMO (Ha): -0.314
Energy relative to the best compared isomer or geometry (same formula, charge and spin) (kJ/mol): 164.1
Structure (SMILES): CN(CC1CCOCC1)C(=O)C[C@@H]1C(=O)NCCN1CC(c1ccccc1)c1ccccc1

Table of Löwdin atomic charges, one value per atom, all in e: number 1, C, carries -0.02; number 2, N, carries -0.10; number 3, C, carries -0.11; number 4, C, carries -0.29; number 5, C, carries -0.13; number 6, C, carries -0.21; number 7, O, carries -0.13; number 8, C, carries -0.19; number 9, C, carries -0.12; number 10, C, carries -0.46; number 11, O, carries 0.04; number 12, C, carries -0.02; number 13, C, carries -0.20; number 14, C, carries -0.44; number 15, O, carries 0.04; number 16, N, carries 0.09; number 17, C, carries -0.15; number 18, C, carries -0.15; number 19, N, carries -0.12; number 20, C, carries -0.12; number 21, C, carries -0.19; number 22, C, carries -0.20; number 23, C, carries -0.01; number 24, C, carries -0.07; number 25, C, carries -0.09; number 26, C, carries -0.08; number 27, C, carries -0.07; number 28, C, carries -0.18; number 29, C, carries -0.06; number 30, C, carries -0.09; number 31, C, carries -0.09; number 32, C, carries -0.07; number 33, C, carries -0.04; number 34, H, carries 0.10; number 35, H, carries 0.10; number 36, H, carries 0.06; number 37, H, carries 0.13; number 38, H, carries 0.12; number 39, H, carries 0.13; number 40, H, carries 0.12; number 41, H, carries 0.12; number 42, H, carries 0.12; number 43, H, carries 0.11; number 44, H, carries 0.13; number 45, H, carries 0.11; number 46, H, carries 0.11; number 47, H, carries 0.13; number 48, H, carries 0.12; number 49, H, carries 0.13; number 50, H, carries 0.14; number 51, H, carries 0.15; number 52, H, carries 0.12; number 53, H, carries 0.12; number 54, H, carries 0.13; number 55, H, carries 0.13; number 56, H, carries 0.12; number 57, H, carries 0.12; number 58, H, carries 0.12; number 59, H, carries 0.09; number 60, H, carries 0.10; number 61, H, carries 0.10; number 62, H, carries 0.10; number 63, H, carries 0.12; number 64, H, carries 0.10; number 65, H, carries 0.11; number 66, H, carries 0.10; number 67, H, carries 0.11; number 68, H, carries 0.11



Entry 2:
DFT (ωB97M-V/def2-TZVPD) results for an isolated ion of composition C27H35N4O4 and charge +1.

ORCA input file:
```
! RIJCOSX wB97M-V def2-TZVPD def2/J DEFGRID3
* xyz 1 1
O -0.97 -1.91 -0.45
C -1.88 -1.09 -0.55
C -3.26 -1.49 -1.03
C -4.40 -0.89 -0.20
N -4.43 0.57 -0.28
C -4.98 1.10 -1.54
C -6.35 1.75 -1.33
O -6.28 2.83 -0.43
C -5.32 2.66 0.60
C -5.06 1.18 0.89
N -1.77 0.21 -0.24
C -0.63 0.86 0.23
C -0.75 1.97 1.06
C 0.39 2.59 1.52
C 1.68 2.14 1.23
C 1.78 1.02 0.40
C 0.63 0.43 -0.12
N 3.00 0.43 0.00
C 3.22 -0.90 0.04
O 4.11 -1.46 -0.56
C 2.37 -1.70 1.06
N 1.45 -2.71 0.49
C 2.06 -3.53 -0.58
C 1.03 -4.54 -1.10
O 0.57 -5.37 -0.06
C -0.05 -4.61 0.95
C 0.94 -3.61 1.55
C 3.96 1.28 -0.63
C 4.24 1.17 -1.98
C 5.17 2.02 -2.55
C 5.80 2.98 -1.77
C 5.51 3.08 -0.42
C 4.59 2.23 0.17
C 4.23 2.30 1.62
C 2.84 2.91 1.81
H -3.33 -2.58 -1.02
H -3.34 -1.16 -2.07
H -4.26 -1.17 0.85
H -5.35 -1.33 -0.54
H -5.08 0.30 -2.27
H -4.29 1.85 -1.93
H -6.72 2.16 -2.27
H -7.07 1.00 -0.97
H -4.38 3.15 0.31
H -5.72 3.15 1.48
H -6.00 0.69 1.15
H -4.38 1.09 1.74
H -2.68 0.71 -0.22
H -1.72 2.35 1.33
H 0.29 3.47 2.15
H 0.75 -0.36 -0.85
H 3.11 -2.24 1.67
H 1.80 -1.03 1.71
H 0.59 -2.24 0.08
H 2.42 -2.90 -1.39
H 2.92 -4.06 -0.15
H 1.49 -5.19 -1.84
H 0.19 -3.99 -1.55
H -0.38 -5.32 1.71
H -0.92 -4.07 0.54
H 0.45 -3.01 2.32
H 1.78 -4.14 1.99
H 3.74 0.42 -2.58
H 5.40 1.94 -3.60
H 6.53 3.64 -2.21
H 6.01 3.82 0.18
H 4.26 1.30 2.06
H 4.95 2.92 2.15
H 2.83 3.90 1.36
H 2.65 3.04 2.88
*
```

Summary:
E_HOMO (Ha): -0.420
Energy relative to the best compared isomer or geometry (same formula, charge and spin) (kJ/mol): 0.0
Structure (SMILES): O=C(CCN1CCOCC1)Nc1ccc2c(c1)N(C(=O)C[NH+]1CCOCC1)c1ccccc1CC2

Table of Löwdin atomic charges, one value per atom, all in e: number 1, O, carries 0.01; number 2, C, carries -0.41; number 3, C, carries -0.06; number 4, C, carries -0.17; number 5, N, carries -0.22; number 6, C, carries -0.13; number 7, C, carries -0.18; number 8, O, carries -0.12; number 9, C, carries -0.19; number 10, C, carries -0.16; number 11, N, carries 0.16; number 12, C, carries -0.20; number 13, C, carries 0.01; number 14, C, carries -0.01; number 15, C, carries -0.13; number 16, C, carries -0.15; number 17, C, carries 0.05; number 18, N, carries 0.06; number 19, C, carries -0.41; number 20, O, carries 0.10; number 21, C, carries -0.01; number 22, N, carries -0.10; number 23, C, carries -0.07; number 24, C, carries -0.16; number 25, O, carries -0.10; number 26, C, carries -0.17; number 27, C, carries -0.07; number 28, C, carries -0.15; number 29, C, carries 0.00; number 30, C, carries -0.06; number 31, C, carries -0.06; number 32, C, carries -0.02; number 33, C, carries -0.16; number 34, C, carries -0.12; number 35, C, carries -0.12; number 36, H, carries 0.13; number 37, H, carries 0.13; number 38, H, carries 0.13; number 39, H, carries 0.13; number 40, H, carries 0.12; number 41, H, carries 0.13; number 42, H, carries 0.13; number 43, H, carries 0.13; number 44, H, carries 0.12; number 45, H, carries 0.13; number 46, H, carries 0.13; number 47, H, carries 0.13; number 48, H, carries 0.12; number 49, H, carries 0.11; number 50, H, carries 0.13; number 51, H, carries 0.13; number 52, H, carries 0.15; number 53, H, carries 0.14; number 54, H, carries 0.12; number 55, H, carries 0.14; number 56, H, carries 0.15; number 57, H, carries 0.14; number 58, H, carries 0.13; number 59, H, carries 0.14; number 60, H, carries 0.12; number 61, H, carries 0.15; number 62, H, carries 0.15; number 63, H, carries 0.12; number 64, H, carries 0.11; number 65, H, carries 0.11; number 66, H, carries 0.12; number 67, H, carries 0.12; number 68, H, carries 0.12; number 69, H, carries 0.14; number 70, H, carries 0.13



Entry 3:
DFT (ωB97M-V/def2-TZVPD) results for C27H36BCl2N5O4Sr as an isolated structure.

ORCA input file:
```
! RIJCOSX wB97M-V def2-TZVPD def2/J DEFGRID3
* xyz 0 1
Sr -0.70 -0.52 -0.22
C 0.68 -3.72 3.05
C 0.45 -2.73 1.95
N -0.40 -1.79 1.98
C -1.22 -1.45 3.16
C -2.08 -0.22 2.86
N -1.23 0.96 2.64
C -1.88 2.14 2.02
C -0.87 3.00 1.25
N -0.82 2.57 -0.17
C 0.48 2.74 -0.87
C 0.60 1.86 -2.13
N 0.84 0.44 -1.75
C 1.90 -0.25 -1.96
C 3.08 0.16 -2.78
C 2.05 -1.60 -1.20
C 3.11 -2.46 -1.40
C 3.29 -3.51 -0.51
C 2.44 -3.67 0.58
C 1.37 -2.80 0.71
N 1.17 -1.86 -0.22
H 0.19 -3.41 3.97
H 1.75 -3.84 3.26
H 0.29 -4.69 2.76
H -0.57 -1.25 4.01
H -1.87 -2.29 3.43
H -2.73 -0.06 3.72
H -2.73 -0.45 2.01
H -0.39 0.71 2.13
H -2.34 2.74 2.81
H -2.70 1.86 1.34
H 0.11 2.91 1.73
H -1.17 4.04 1.28
H -1.08 1.61 -0.18
H 1.32 2.52 -0.21
H 0.57 3.78 -1.18
H 1.37 2.26 -2.78
H -0.35 1.90 -2.67
H 2.93 1.12 -3.26
H 3.27 -0.58 -3.56
H 3.95 0.22 -2.13
H 3.82 -2.30 -2.20
H 4.12 -4.19 -0.64
H 2.63 -4.44 1.31
Cl 2.03 1.28 3.90
C 3.06 0.53 2.68
Cl 3.47 -1.16 3.17
C 2.47 0.50 1.28
O 3.32 0.48 0.37
O 1.21 0.55 1.13
H 4.00 1.07 2.65
C -6.68 -5.01 -5.81
C -6.91 -4.78 -4.31
C -6.60 -6.08 -3.57
C -8.38 -4.43 -4.08
C -6.03 -3.61 -3.82
C -6.11 -2.38 -4.46
C -5.35 -1.27 -4.06
C -4.50 -1.45 -2.99
O -3.66 -0.55 -2.40
B -2.99 -1.21 -1.29
O -3.52 -2.57 -1.31
C -4.42 -2.65 -2.34
C -5.16 -3.75 -2.72
H -7.30 -5.85 -6.15
H -5.63 -5.26 -6.01
H -6.94 -4.14 -6.41
H -7.20 -6.88 -3.99
H -6.83 -6.01 -2.50
H -5.55 -6.36 -3.67
H -9.03 -5.23 -4.44
H -8.66 -3.50 -4.59
H -8.59 -4.29 -3.01
H -6.78 -2.25 -5.30
H -5.42 -0.32 -4.57
H -5.07 -4.68 -2.18
*
```

Summary:
E_HOMO (Ha): -0.261
Energy relative to the best compared isomer or geometry (same formula, charge and spin) (kJ/mol): 435.7

Table of Löwdin atomic charges, one value per atom, all in e: number 1, Sr, carries 1.39; number 2, C, carries -0.02; number 3, C, carries -0.27; number 4, N, carries 0.00; number 5, C, carries -0.17; number 6, C, carries -0.23; number 7, N, carries -0.06; number 8, C, carries -0.20; number 9, C, carries -0.19; number 10, N, carries -0.05; number 11, C, carries -0.19; number 12, C, carries -0.15; number 13, N, carries -0.07; number 14, C, carries -0.26; number 15, C, carries -0.01; number 16, C, carries -0.18; number 17, C, carries 0.01; number 18, C, carries -0.02; number 19, C, carries -0.01; number 20, C, carries -0.20; number 21, N, carries -0.03; number 22, H, carries 0.07; number 23, H, carries 0.07; number 24, H, carries 0.10; number 25, H, carries 0.13; number 26, H, carries 0.13; number 27, H, carries 0.12; number 28, H, carries 0.09; number 29, H, carries 0.01; number 30, H, carries 0.11; number 31, H, carries 0.11; number 32, H, carries 0.10; number 33, H, carries 0.11; number 34, H, carries -0.02; number 35, H, carries 0.10; number 36, H, carries 0.12; number 37, H, carries 0.10; number 38, H, carries 0.13; number 39, H, carries 0.07; number 40, H, carries 0.09; number 41, H, carries 0.10; number 42, H, carries 0.11; number 43, H, carries 0.12; number 44, H, carries 0.11; number 45, Cl, carries 0.62; number 46, C, carries -0.95; number 47, Cl, carries 0.59; number 48, C, carries -0.76; number 49, O, carries 0.01; number 50, O, carries -0.18; number 51, H, carries 0.06; number 52, C, carries -0.06; number 53, C, carries -0.57; number 54, C, carries -0.08; number 55, C, carries -0.05; number 56, C, carries -0.17; number 57, C, carries -0.04; number 58, C, carries 0.01; number 59, C, carries -0.25; number 60, O, carries 0.03; number 61, B, carries -0.41; number 62, O, carries 0.03; number 63, C, carries -0.24; number 64, C, carries 0.06; number 65, H, carries 0.08; number 66, H, carries 0.09; number 67, H, carries 0.07; number 68, H, carries 0.08; number 69, H, carries 0.08; number 70, H, carries 0.09; number 71, H, carries 0.08; number 72, H, carries 0.08; number 73, H, carries 0.09; number 74, H, carries 0.10; number 75, H, carries 0.12; number 76, H, carries 0.11